{"formula": "C11H23FNO6S2", "method": "ωB97M-V/def2-TZVPD", "total_charge": -1, "lumo_ev": 2.6, "orbital_gap_ha": 0.3061, "symbols": ["C", "C", "C", "S", "O", "O", "N", "S", "O", "O", "F", "H", "H", "H", "H", "H", "H", "H", "C", "C", "C", "O", "C", "H", "H", "H", "H", "H", "H", "H", "H", "C", "C", "C", "O", "C", "H", "H", "H", "H", "H", "H", "H", "H"], "coordinates": [[0.544, -0.769, -0.424], [1.655, -1.344, 0.479], [3.055, -1.082, -0.070], [3.734, 0.590, 0.107], [3.895, 1.114, -1.242], [4.941, 0.434, 0.900], [2.540, 1.336, 0.893], [2.861, 2.599, 1.786], [4.051, 3.337, 1.463], [2.543, 2.390, 3.179], [1.667, 3.569, 1.289], [-0.363, -0.598, 0.152], [0.883, 0.186, -0.833], [0.346, -1.462, -1.248], [1.529, -2.426, 0.588], [1.577, -0.918, 1.481], [3.788, -1.721, 0.426], [3.096, -1.283, -1.145], [0.004, 3.940, -2.601], [-1.247, 4.423, -1.872], [-1.922, 3.101, -1.527], [-0.880, 2.156, -1.334], [0.369, 2.702, -1.791], [0.810, 4.672, -2.617], [-0.239, 3.671, -3.632], [-0.968, 4.955, -0.961], [-1.883, 5.076, -2.472], [-2.570, 2.767, -2.348], [-2.523, 3.154, -0.616], [0.990, 2.959, -0.932], [0.891, 1.947, -2.377], [-3.083, -4.529, 1.920], [-3.105, -4.090, 0.458], [-2.422, -2.730, 0.535], [-1.491, -2.814, 1.615], [-1.730, -3.995, 2.374], [-3.178, -5.606, 2.058], [-3.888, -4.040, 2.473], [-2.512, -4.777, -0.151], [-4.106, -4.033, 0.032], [-3.141, -1.933, 0.752], [-1.884, -2.466, -0.375], [-0.932, -4.719, 2.175], [-1.705, -3.740, 3.435]]}